1.
The following is a quantum chemistry calculation of the ion C32H37N4O3 with charge +1, from the OMol25 dataset.

The geometry in ORCA input format:
```
! wB97M-V def2-TZVPD RIJCOSX def2/J DEFGRID3
* xyz 1 1
C -2.17 2.71 0.15
C -1.50 3.22 -1.10
C -1.81 4.60 -1.63
N -0.68 2.45 -1.73
C 0.41 3.02 -2.60
C 1.66 3.29 -1.78
C 2.33 2.21 -1.18
C 3.30 2.46 -0.21
C 3.66 3.77 0.11
C 3.03 4.85 -0.52
C 2.03 4.61 -1.46
C -0.39 0.64 -1.78
C -0.67 -0.58 -1.05
C -0.41 -0.67 0.32
N -0.41 -1.80 1.07
C -0.35 -1.75 2.52
C 0.82 -0.94 3.07
C 0.83 -0.84 4.57
C 2.01 -1.12 5.28
C 2.02 -1.08 6.67
C 0.84 -0.74 7.37
C -0.32 -0.42 6.66
C -0.32 -0.46 5.26
C -0.25 -3.25 2.89
O -0.10 -3.69 4.03
N -0.34 -3.97 1.75
C -0.32 -5.42 1.77
C -0.48 -3.20 0.52
C 0.70 -3.49 -0.43
C -1.82 -3.54 -0.15
C -0.72 0.52 -3.27
C -1.37 1.54 -4.06
C -1.58 1.42 -5.44
C -1.33 0.21 -6.07
C -0.87 -0.86 -5.31
N -0.99 -2.18 -5.89
O -1.42 -2.20 -7.07
O -0.71 -3.20 -5.24
C -0.48 -0.69 -3.96
H -3.21 2.41 0.01
H -1.69 1.85 0.64
H -2.17 3.51 0.89
H -2.83 4.92 -1.35
H -1.07 5.31 -1.24
H -1.79 4.66 -2.73
H 0.70 2.36 -3.44
H 0.13 3.96 -3.09
H 2.06 1.18 -1.47
H 3.79 1.62 0.29
H 4.45 3.97 0.83
H 3.30 5.88 -0.28
H 1.49 5.45 -1.94
H 0.56 1.02 -1.28
H -1.05 -1.45 -1.63
H -0.25 0.26 0.90
H -1.30 -1.37 2.93
H 1.75 -1.42 2.73
H 0.78 0.06 2.62
H 2.91 -1.38 4.71
H 2.93 -1.32 7.21
H 0.85 -0.72 8.46
H -1.23 -0.14 7.19
H -1.23 -0.21 4.70
H -0.23 -5.76 2.80
H -1.25 -5.82 1.34
H 0.53 -5.79 1.20
H 1.66 -3.35 0.10
H 0.65 -4.54 -0.76
H 0.65 -2.84 -1.31
H -2.60 -3.61 0.61
H -2.10 -2.81 -0.91
H -1.73 -4.53 -0.64
H -1.77 2.45 -3.60
H -1.96 2.27 -6.03
H -1.55 0.04 -7.13
H -0.02 -1.55 -3.46
*
```

- Relative energy (zero: lowest compared OMol25 entry of this formula, charge and spin): 55.8 kcal per mole
- Highest occupied orbital energy: -0.40074 hartree
- SMILES: CC(C)=[N+](Cc1ccccc1)[C@@H](/C=C/N1[C@H](Cc2ccccc2)C(=O)N(C)C1(C)C)c1cccc([N+](=O)[O-])c1
- Kohn-Sham gap: 7.5 eV

***

2.
The following is a quantum chemistry calculation of the molecule C4H8N2O, from the OMol25 dataset.

The geometry in ORCA input format:
```
! wB97M-V def2-TZVPD RIJCOSX def2/J DEFGRID3
* xyz 0 1
H 1.14 2.74 2.54
N 1.05 1.87 2.01
C -0.07 1.68 1.49
C -0.30 0.16 0.69
C -0.47 0.57 -0.67
O -0.68 1.52 -1.35
N -0.68 -1.00 -1.18
C 0.44 -1.91 -1.24
H -0.90 2.41 1.43
H -1.19 -0.26 1.15
H 0.65 -0.32 0.90
H -1.23 -0.96 -2.04
H 0.67 -2.27 -0.23
H 1.35 -1.46 -1.66
H 0.20 -2.78 -1.85
*
```

- Relative energy (zero: lowest compared OMol25 entry of this formula, charge and spin): 82.6 kcal per mole
- Highest occupied orbital energy: -0.33207 hartree
- SMILES: [H]/N=C/CC(=O)NC
- Kohn-Sham gap: 9.9 eV

***

3.
The following is a quantum chemistry calculation of a cluster of 3 separate species, C3H13NO3 in total, from the OMol25 dataset.

The geometry in ORCA input format:
```
! wB97M-V def2-TZVPD RIJCOSX def2/J DEFGRID3
* xyz 0 1
C 2.13 -0.92 -0.31
C 0.60 -0.83 -0.60
O 0.36 0.44 -1.02
C -0.21 -1.35 0.72
N -1.31 -0.37 1.06
H 2.52 -0.65 -1.24
H 2.35 -0.22 0.45
H 2.26 -2.01 -0.12
H 0.28 -1.53 -1.41
H -0.55 0.59 -1.18
H -0.69 -2.27 0.36
H 0.53 -1.28 1.47
H -1.02 0.20 1.84
H -1.95 -0.94 1.52
O 0.59 2.84 0.76
H 0.51 2.45 -0.11
H 1.37 2.60 1.27
O -2.28 1.09 -1.41
H -2.38 0.56 -0.56
H -3.10 1.59 -1.49
*
```

- Relative energy (zero: lowest compared OMol25 entry of this formula, charge and spin): 28.9 kcal per mole
- Highest occupied orbital energy: -0.34987 hartree
- SMILES: C[C@H](O)CN.O.O
- Kohn-Sham gap: 10.3 eV

***

4.
The following is a quantum chemistry calculation of the ion C11H15N4 with charge +1, from the OMol25 dataset.

The geometry in ORCA input format:
```
! wB97M-V def2-TZVPD RIJCOSX def2/J DEFGRID3
* xyz 1 1
C 1.46 1.42 -0.89
C 0.66 0.46 -0.04
C 0.12 0.93 1.21
C 0.32 0.37 2.53
C -0.44 1.13 3.36
N -0.99 2.14 2.67
C -0.69 2.00 1.35
N 1.51 -0.79 0.02
C 1.63 -1.77 -1.10
C 0.30 -2.48 -1.43
C -0.77 -1.46 -1.65
N -2.01 -1.65 -2.18
C -2.77 -0.58 -1.91
N -2.03 0.28 -1.20
C -0.76 -0.21 -1.07
H 2.14 1.84 -0.15
H 0.90 2.06 -1.39
H 2.12 1.05 -1.71
H 0.74 -0.57 2.92
H -0.58 1.17 4.44
H -1.77 2.68 3.03
H -0.82 2.79 0.60
H 1.01 -1.35 0.74
H 2.38 -0.36 0.39
H 2.32 -2.61 -0.95
H 1.86 -1.11 -1.90
H 0.13 -2.93 -0.43
H 0.33 -3.08 -2.37
H -3.94 -0.56 -1.98
H -2.38 1.20 -0.90
*
```

- Relative energy (zero: lowest compared OMol25 entry of this formula, charge and spin): 35.0 kcal per mole
- Highest occupied orbital energy: -0.44014 hartree
- SMILES: C[C@]1(c2cc[nH]c2)[NH2+]CCc2nc[nH]c21
- Kohn-Sham gap: 9.2 eV

***

5.
The following is a quantum chemistry calculation of a cluster of 2 separate species, C3H3ClO2S in total, from the OMol25 dataset.

The geometry in ORCA input format:
```
! wB97M-V def2-TZVPD RIJCOSX def2/J DEFGRID3
* xyz 0 1
C -2.31 0.06 1.24
C -1.55 -0.10 0.31
C -0.76 -0.29 -0.79
O 1.86 0.82 1.26
O 2.41 1.26 -1.11
S 1.79 0.42 -0.12
Cl 2.70 -1.53 -0.24
H -2.98 0.18 2.04
H -0.76 0.45 -1.57
H -0.39 -1.27 -1.02
*
```

- Relative energy (zero: lowest compared OMol25 entry of this formula, charge and spin): 91.3 kcal per mole
- Highest occupied orbital energy (spin up / spin down): -0.36342 / -0.34410 hartree
- Kohn-Sham gap (spin up / spin down): 7.8 / 6.4 eV

***

6.
The following is a quantum chemistry calculation of a cluster of 2 separate species, C5H11O2 in total, from the OMol25 dataset.

The geometry in ORCA input format:
```
! wB97M-V def2-TZVPD RIJCOSX def2/J DEFGRID3
* xyz -1 1
C 0.16 0.95 2.41
C 0.22 2.15 1.40
H 0.30 1.40 3.43
H -0.77 0.46 2.22
H 0.98 0.25 2.10
H -0.73 2.11 0.72
H 1.04 1.90 0.63
H 0.42 3.01 1.87
C -0.46 -1.56 -1.04
C 0.77 -1.86 -2.07
C -1.15 -0.22 -1.17
O -0.46 0.76 -1.26
O -2.36 -0.26 -1.07
H -1.27 -2.24 -1.03
H 0.10 -1.34 -0.04
H 1.52 -1.23 -1.92
H 0.69 -1.37 -2.99
H 1.00 -2.91 -2.18
*
```

- Relative energy (zero: lowest compared OMol25 entry of this formula, charge and spin): 47.0 kcal per mole
- Highest occupied orbital energy: -0.14086 hartree
- Kohn-Sham gap: 7.9 eV

***

7.
The following is a quantum chemistry calculation of a cluster of 11 separate species, C44H110O22 in total, from the OMol25 dataset.

The geometry in ORCA input format:
```
! wB97M-V def2-TZVPD RIJCOSX def2/J DEFGRID3
* xyz 0 1
C 2.17 7.40 4.69
O 3.44 7.55 5.21
C 4.48 7.42 4.23
C 5.80 7.45 4.93
O 6.74 6.62 4.27
C 7.99 6.43 4.96
H 1.99 8.45 4.45
H 1.35 7.04 5.31
H 2.13 6.72 3.84
H 4.36 8.04 3.35
H 4.33 6.48 3.69
H 5.69 7.21 5.98
H 6.06 8.51 4.93
H 8.62 5.62 4.60
H 7.85 6.31 6.03
H 8.62 7.30 4.76
C -7.97 3.22 6.29
O -7.78 1.85 5.93
C -7.92 1.05 7.09
C -7.48 -0.38 6.81
O -6.07 -0.53 7.03
C -5.63 -1.81 6.75
H -7.65 3.41 7.31
H -9.00 3.54 6.16
H -7.43 3.92 5.66
H -8.96 0.93 7.37
H -7.40 1.47 7.95
H -7.84 -0.53 5.79
H -7.92 -1.13 7.47
H -4.58 -2.01 6.55
H -6.09 -2.06 5.79
H -6.01 -2.50 7.49
C 12.53 5.69 -1.73
O 11.66 5.79 -0.59
C 10.67 6.91 -0.62
C 9.49 6.60 -1.46
O 8.46 5.97 -0.73
C 8.41 4.56 -0.61
H 13.03 4.73 -1.60
H 13.20 6.56 -1.79
H 11.91 5.49 -2.60
H 11.20 7.70 -1.15
H 10.31 7.23 0.36
H 9.70 6.07 -2.39
H 9.04 7.53 -1.80
H 7.39 4.27 -0.37
H 9.12 4.26 0.17
H 8.74 4.09 -1.53
C -11.53 -1.94 -0.60
O -10.79 -0.98 0.11
C -11.49 0.32 0.17
C -10.43 1.32 0.75
O -9.46 1.55 -0.27
C -8.08 1.69 0.30
H -11.20 -1.87 -1.63
H -12.62 -1.87 -0.59
H -11.20 -2.93 -0.26
H -12.35 0.20 0.82
H -11.82 0.74 -0.78
H -10.03 0.76 1.60
H -10.83 2.26 1.11
H -8.03 2.58 0.92
H -7.48 1.99 -0.56
H -7.61 0.78 0.68
C -3.10 7.43 -2.56
O -4.15 8.04 -3.30
C -4.58 7.30 -4.46
C -5.21 8.23 -5.53
O -5.53 7.53 -6.75
C -6.26 8.29 -7.74
H -2.12 7.32 -3.02
H -3.49 6.54 -2.07
H -3.04 8.02 -1.65
H -5.31 6.58 -4.10
H -3.78 6.72 -4.91
H -4.55 9.07 -5.74
H -6.05 8.82 -5.17
H -5.51 8.77 -8.38
H -7.02 8.96 -7.35
H -6.77 7.47 -8.24
C -2.42 -8.06 -2.30
O -3.03 -7.27 -1.29
C -3.75 -7.97 -0.23
C -5.24 -8.16 -0.50
O -6.13 -7.04 -0.18
C -5.69 -5.72 -0.59
H -2.97 -8.94 -2.64
H -1.54 -8.45 -1.79
H -2.01 -7.43 -3.08
H -3.72 -7.32 0.65
H -3.22 -8.88 0.04
H -5.68 -8.88 0.19
H -5.46 -8.68 -1.43
H -5.36 -5.71 -1.63
H -4.74 -5.47 -0.10
H -6.37 -4.93 -0.29
C -1.51 -10.26 5.22
O -0.47 -9.63 4.53
C 0.81 -10.11 4.82
C 1.76 -9.37 3.87
O 2.06 -8.05 4.38
C 1.15 -7.14 3.87
H -2.42 -9.68 5.12
H -1.27 -10.34 6.28
H -1.67 -11.27 4.84
H 0.83 -11.17 4.55
H 1.04 -9.99 5.88
H 1.48 -9.24 2.83
H 2.71 -9.89 3.79
H 0.97 -6.37 4.63
H 0.11 -7.42 3.70
H 1.56 -6.67 2.98
C -3.91 -1.95 -7.29
O -2.78 -2.71 -6.99
C -1.55 -2.08 -7.14
C -1.25 -2.00 -8.60
O -1.26 -3.35 -9.13
C -0.75 -3.43 -10.49
H -4.81 -2.45 -6.93
H -3.97 -1.58 -8.31
H -4.01 -1.02 -6.72
H -0.82 -2.70 -6.63
H -1.51 -1.06 -6.75
H -0.28 -1.58 -8.90
H -2.02 -1.38 -9.06
H 0.30 -3.21 -10.65
H -1.33 -2.73 -11.09
H -0.85 -4.43 -10.92
C -0.18 1.21 -0.44
O -1.45 0.68 -0.14
C -1.36 -0.65 0.38
C -1.28 -0.61 1.93
O -0.14 -0.03 2.49
C -0.34 0.79 3.59
H 0.46 1.55 0.37
H -0.44 2.13 -0.98
H 0.35 0.52 -1.09
H -0.52 -1.25 0.03
H -2.27 -1.19 0.15
H -1.30 -1.65 2.25
H -2.25 -0.31 2.30
H -0.61 0.27 4.50
H -1.07 1.59 3.50
H 0.59 1.29 3.87
C 3.34 1.41 -6.70
O 3.40 0.13 -6.06
C 4.73 -0.26 -5.60
C 4.82 -1.82 -5.34
O 4.03 -2.53 -6.22
C 3.98 -3.95 -6.03
H 2.81 2.09 -6.04
H 2.65 1.21 -7.52
H 4.28 1.90 -6.96
H 4.97 0.31 -4.70
H 5.60 0.02 -6.21
H 4.56 -2.12 -4.33
H 5.88 -2.07 -5.34
H 3.73 -4.60 -6.86
H 3.42 -4.24 -5.13
H 4.99 -4.28 -5.80
C 11.62 -3.02 3.54
O 10.41 -2.93 4.38
C 9.38 -2.01 3.85
C 7.94 -2.31 4.32
O 7.07 -1.17 4.03
C 7.33 -0.06 4.88
H 12.00 -2.07 3.17
H 11.35 -3.71 2.74
H 12.42 -3.41 4.17
H 9.54 -2.03 2.77
H 9.55 -0.97 4.10
H 8.01 -2.49 5.39
H 7.62 -3.27 3.92
H 8.04 0.63 4.42
H 7.51 -0.33 5.92
H 6.52 0.67 4.95
*
```

- Relative energy (zero: lowest compared OMol25 entry of this formula, charge and spin): 162.9 kcal per mole
- Highest occupied orbital energy: -0.33681 hartree
- SMILES: COCCOC.COCCOC.COCCOC.COCCOC.COCCOC.COCCOC.COCCOC.COCCOC.COCCOC.COCCOC.COCCOC
- Kohn-Sham gap: 9.6 eV

***

8.
The following is a quantum chemistry calculation of a structure of composition C3H3AgFO, from the OMol25 dataset.

The geometry in ORCA input format:
```
! wB97M-V def2-TZVPD RIJCOSX def2/J DEFGRID3
* xyz -1 1
F -2.44 0.69 0.59
O 0.35 -0.74 -0.50
C -1.16 0.38 0.15
C -0.07 -0.38 0.83
C -0.79 0.07 -1.10
H 0.70 0.21 1.35
H -0.33 -1.26 1.43
Ag 1.27 0.00 -2.51
H 2.48 1.04 -0.24
*
```

- Highest occupied orbital energy (spin up / spin down): -0.09736 / -0.09744 hartree
- Kohn-Sham gap (spin up / spin down): 5.5 / 5.5 eV

***

9.
The following is a quantum chemistry calculation of a cluster of 3 separate species, C6H16Cl2O4 in total, from the OMol25 dataset.

The geometry in ORCA input format:
```
! wB97M-V def2-TZVPD RIJCOSX def2/J DEFGRID3
* xyz 0 1
Cl 1.39 -4.01 -3.70
C 0.04 -3.52 -4.73
C -1.34 -3.83 -4.05
Cl -1.65 -5.57 -3.66
H 0.01 -4.15 -5.62
H 0.13 -2.52 -5.16
H -2.08 -3.60 -4.82
H -1.54 -3.14 -3.23
O -1.08 -0.58 0.47
C -0.60 -1.38 1.54
C -1.80 -2.21 2.07
O -2.80 -1.26 2.49
H -1.90 -0.18 0.76
H 0.26 -1.97 1.23
H -0.24 -0.69 2.31
H -1.38 -2.78 2.90
H -2.20 -2.76 1.22
H -3.63 -1.74 2.41
O 1.86 6.33 1.78
C 2.68 5.27 2.04
C 1.98 3.97 1.74
O 1.75 3.60 0.43
H 1.01 6.18 2.21
H 3.53 5.21 1.36
H 2.87 5.46 3.10
H 1.02 3.98 2.25
H 2.43 3.12 2.27
H 1.29 2.76 0.37
*
```

- Highest occupied orbital energy: -0.37383 hartree
- SMILES: ClCCCl.OCCO.OCCO
- Kohn-Sham gap: 10.7 eV

***

10.
The following is a quantum chemistry calculation of a cluster of 2 separate species, C7H13N in total, from the OMol25 dataset.

The geometry in ORCA input format:
```
! wB97M-V def2-TZVPD RIJCOSX def2/J DEFGRID3
* xyz 0 1
C 0.09 -1.34 0.62
C 1.75 0.38 0.80
C -0.76 1.07 -1.51
C -1.23 -1.86 1.09
C -1.66 1.72 -0.46
N 0.68 -0.31 1.22
C 2.69 -0.17 -0.08
C 3.47 -0.59 -0.90
H 0.12 0.15 1.93
H 0.61 -1.82 -0.18
H 2.04 1.23 1.39
H 0.24 0.86 -1.07
H -1.23 0.17 -1.90
H -0.61 1.75 -2.35
H -1.59 -1.30 1.95
H -1.98 -1.78 0.30
H -1.16 -2.91 1.36
H -2.61 2.03 -0.90
H -1.85 1.03 0.35
H -1.17 2.60 -0.05
H 4.16 -0.91 -1.62
*
```

- Relative energy (zero: lowest compared OMol25 entry of this formula, charge and spin): 87.2 kcal per mole
- Highest occupied orbital energy: -0.24148 hartree
- Kohn-Sham gap: 7.4 eV

***

| no. | strongest force on any atom (Eh/bohr) |
| --- | --- |
| 1 | 0.0610 |
| 2 | 0.1506 |
| 3 | 0.0806 |
| 4 | 0.1431 |
| 5 | 0.0330 |
| 6 | 0.1132 |
| 7 | 0.0572 |
| 8 | 0.0295 |
| 9 | 0.0659 |
| 10 | 0.0330 |